No. 1
Molecular formula: C5H5ClN2S2
Method: DFT, ωB97M-V/def2-TZVPD

E_HOMO (spin up / spin down) ... -7.852 / -7.860 eV
Spin multiplicity ... 1
LUMO (spin up / spin down) ... -1.73 / -1.57 eV
ΔE to the lowest compared entry with this formula, charge and spin ... 201.9 kJ/mol
E ... -42434.8979 eV

Last column: natural (NBO) charge in e.
Cartesian coordinates (Å):
C -2.01185 0.52735 0.32571  -0.460
C -1.75526 -1.97907 -0.10400  -0.427
C -0.71548 0.21544 0.11120  0.109
C -0.51980 -1.25052 -0.04965  -0.286
C 1.56804 1.02594 -0.36829  -0.132
N 0.23965 1.24744 0.19973  -0.617
N 2.11911 -0.00294 0.41360  -0.397
S -2.98562 -0.87933 0.34624  0.461
S 1.02714 -1.86004 -0.57252  0.296
Cl 3.82924 -0.30038 0.40191  0.130
H -2.47273 1.52031 0.59033  0.248
H -2.00354 -3.01129 -0.20919  0.253
H 1.40313 0.68544 -1.41705  0.198
H 2.15756 1.95074 -0.38905  0.218
H 0.12040 2.11091 0.72103  0.407

=====

No. 2
Molecular formula: C3H4N2O
Method: DFT, ωB97M-V/def2-TZVPD

E_HOMO ... -8.663 eV
Spin multiplicity ... 1
LUMO ... 0.78 eV
ΔE to the lowest compared entry with this formula, charge and spin ... 412.3 kJ/mol
E ... -8199.6123 eV

Last column: natural (NBO) charge in e.
Cartesian coordinates (Å):
C 0.00716 -1.07251 0.56480  -0.042
C 0.08439 -0.06383 -0.37571  -0.108
C -0.18002 0.25122 -1.71399  0.376
N -0.00099 -0.19572 1.59710  -0.386
N 0.29051 0.80861 0.70717  -0.408
O -0.25974 1.30941 -2.29563  -0.556
H 0.14764 -2.13945 0.49731  0.222
H -0.46334 -0.65516 -2.40629  0.103
H 0.26911 -0.01913 2.53287  0.408
H 0.10528 1.77656 0.89237  0.391

=====

Question: Which formula does entry 2 have?
Answer: C3H4N2O

=====

Repeat the second record exactly.
Molecular formula: C3H4N2O
Method: DFT, ωB97M-V/def2-TZVPD

E_HOMO ... -8.663 eV
Spin multiplicity ... 1
LUMO ... 0.78 eV
ΔE to the lowest compared entry with this formula, charge and spin ... 412.3 kJ/mol
E ... -8199.6123 eV

Last column: natural (NBO) charge in e.
Cartesian coordinates (Å):
C 0.00716 -1.07251 0.56480  -0.042
C 0.08439 -0.06383 -0.37571  -0.108
C -0.18002 0.25122 -1.71399  0.376
N -0.00099 -0.19572 1.59710  -0.386
N 0.29051 0.80861 0.70717  -0.408
O -0.25974 1.30941 -2.29563  -0.556
H 0.14764 -2.13945 0.49731  0.222
H -0.46334 -0.65516 -2.40629  0.103
H 0.26911 -0.01913 2.53287  0.408
H 0.10528 1.77656 0.89237  0.391